(1)
Formula: C37H100F3N8O15S
Source: the Open Molecules 2025 dataset
Level of theory: wB97M-V/def2-TZVPD

## Properties
Max |F|: 3.13 eV Å⁻¹
Orbital gap: 8.536 eV
LUMO: 2.10 eV
Calculated total energy: -3734.0518 hartree
ΔE to the lowest compared entry with this formula, charge and spin: 0.000 eV
E_HOMO: -0.2366 Eh

The geometry in ORCA input format:
```
! RIJCOSX wB97M-V def2-TZVPD def2/J DEFGRID3
* xyz -1 1
C 1.6380 -2.4139 -25.9266
F 1.0340 -3.5925 -26.0074
F 1.4987 -1.9755 -24.6732
F 2.9351 -2.5433 -26.2046
S 0.7792 -1.2299 -27.1728
O -0.6350 -1.3646 -26.8571
O 1.3086 0.1068 -26.8982
O 1.0553 -1.7081 -28.5258
C -0.3132 0.1358 -22.5092
C -1.3851 -0.2942 -23.5097
O -2.6412 0.2527 -23.0287
O -0.1247 1.5239 -22.3541
H 0.6606 -0.3363 -22.6832
H -0.6704 -0.2875 -21.5667
H -1.4319 -1.3829 -23.4845
H -1.1831 -0.0056 -24.5430
H -2.4936 1.2060 -23.0148
H 0.4017 1.8131 -23.1176
C -3.4803 -2.2443 -25.4046
C -4.5892 -2.0344 -24.4141
O -5.3148 -3.2276 -24.0978
O -3.9845 -2.6084 -26.7295
H -2.8414 -3.0841 -25.1261
H -2.9491 -1.2908 -25.4316
H -5.3023 -1.2583 -24.7070
H -4.0996 -1.7064 -23.4931
H -5.9903 -3.2229 -24.7856
H -3.5315 -3.4576 -26.8218
C 4.2427 -2.8092 -22.7990
C 5.6778 -2.3788 -22.8108
C 6.3889 -2.6990 -24.1322
O 7.7242 -2.1676 -24.0676
C 8.5925 -2.8742 -23.2130
N 5.8168 -0.9785 -22.3535
H 3.8957 -2.7829 -21.7623
H 4.1059 -3.8708 -23.0342
H 3.5505 -2.2623 -23.4415
H 6.1694 -2.9133 -21.9918
H 5.8772 -2.1001 -24.8872
H 6.4565 -3.7528 -24.4060
H 8.6996 -3.8754 -23.6573
H 8.3246 -3.0114 -22.1645
H 9.6235 -2.5232 -23.2611
H 5.2657 -0.3477 -22.9654
H 6.7679 -0.6830 -22.5563
C -1.6357 -3.7773 -29.4241
C -1.2450 -5.0525 -28.7153
C 0.2559 -5.3822 -28.8667
O 0.6774 -6.2898 -27.8838
C 2.0240 -6.7081 -28.0001
N -1.5510 -4.7853 -27.2682
H -1.2156 -3.7757 -30.4364
H -1.2365 -2.9195 -28.8880
H -2.7052 -3.6056 -29.5411
H -1.8797 -5.8856 -29.0235
H 0.7984 -4.4300 -28.8232
H 0.3577 -5.7132 -29.9086
H 2.2241 -7.4301 -27.2082
H 2.8119 -5.9536 -27.9655
H 2.0594 -7.3101 -28.9145
H -1.4566 -3.7829 -27.1196
H -0.7829 -5.1743 -26.7274
C -2.9838 2.0630 -27.6017
C -2.6868 1.1441 -28.7947
C -1.3935 1.5545 -29.4985
O -1.3774 2.8300 -30.1121
C -2.2714 2.9493 -31.2085
N -2.5371 -0.2542 -28.4071
H -3.8791 1.7028 -27.0860
H -3.1157 3.0996 -27.9143
H -2.2320 1.9764 -26.8125
H -3.5051 1.1688 -29.5201
H -0.9869 0.7877 -30.1724
H -0.5636 1.5272 -28.7807
H -3.2700 2.6495 -30.8863
H -1.9890 2.2601 -32.0126
H -2.2025 3.9698 -31.5737
H -3.2181 -0.6016 -27.7394
H -1.6686 -0.3153 -27.8740
C -1.6069 -9.0825 -24.7164
C -2.2255 -7.9611 -23.8903
C -1.3214 -6.7550 -23.8187
O -1.9414 -5.6945 -23.1360
C -1.1285 -4.5902 -22.9171
N -3.5348 -7.6172 -24.4668
H -2.2850 -9.9317 -24.7641
H -0.6174 -9.3269 -24.3173
H -1.3519 -8.8138 -25.7461
H -2.5880 -8.3194 -22.9229
H -0.9499 -6.5537 -24.8329
H -0.4004 -7.0145 -23.2758
H -0.8577 -4.0566 -23.8385
H -0.2659 -4.8112 -22.2794
H -1.6795 -3.7992 -22.3981
H -3.5703 -7.4530 -25.4722
H -3.7262 -6.6605 -24.1621
C 4.5288 -0.1961 -28.7565
C 4.0310 1.2348 -28.8516
C 4.9925 2.2132 -29.4844
O 6.1768 2.3028 -28.6891
C 6.3509 3.5152 -28.0123
N 2.7075 1.2527 -29.4484
H 5.4176 -0.2532 -28.1182
H 4.9396 -0.6242 -29.6777
H 3.8023 -0.9140 -28.3803
H 3.9222 1.4708 -27.7775
H 4.5714 3.2142 -29.6313
H 5.2837 1.9324 -30.5006
H 7.0113 3.3508 -27.1610
H 5.4199 3.9750 -27.6627
H 6.8304 4.2806 -28.6365
H 2.3770 2.2140 -29.3131
H 2.0191 0.8188 -28.8305
C 6.1654 -6.3397 -23.4299
C 5.5854 -7.4052 -24.3531
C 4.2460 -7.0504 -25.0143
O 3.3425 -6.7431 -23.9686
C 2.1181 -6.1760 -24.3838
N 6.5681 -7.8552 -25.3293
H 6.9398 -6.8191 -22.8323
H 5.3969 -5.9238 -22.7813
H 6.5488 -5.5436 -24.0698
H 5.2843 -8.2296 -23.6898
H 3.8430 -7.9287 -25.5336
H 4.3384 -6.2330 -25.7384
H 2.2457 -5.3215 -25.0532
H 1.7073 -5.7358 -23.4721
H 1.3336 -6.8271 -24.7762
H 7.3092 -8.3693 -24.8641
H 6.1739 -8.5532 -25.9529
C 3.0862 3.3793 -23.5133
C 2.8976 2.3815 -24.6681
C 3.4622 1.0632 -24.0903
O 4.8684 0.9930 -24.0233
C 5.4875 0.6914 -25.2600
N 1.4694 2.2843 -24.9491
H 2.6666 4.3358 -23.8550
H 4.1170 3.6077 -23.2349
H 2.5850 3.1832 -22.5642
H 3.4953 2.7621 -25.5007
H 3.0384 0.2159 -24.6588
H 3.0209 0.7136 -23.1515
H 5.5915 1.6281 -25.8126
H 4.8671 0.0141 -25.8518
H 6.4860 0.2643 -25.1668
H 1.3503 1.5693 -25.6711
H 1.2847 3.1609 -25.4320
C 1.8429 -3.2970 -33.3446
C 1.7140 -3.4452 -31.8105
C 3.0809 -3.8676 -31.2481
O 4.0609 -2.8843 -31.3659
C 5.2614 -3.3026 -30.7774
N 1.2218 -2.2198 -31.2293
H 1.9611 -4.2858 -33.7833
H 2.6471 -2.5940 -33.5528
H 0.9214 -2.8030 -33.6594
H 1.0787 -4.3029 -31.5437
H 3.3562 -4.7899 -31.7831
H 2.9166 -4.2291 -30.2206
H 5.1646 -3.4725 -29.6976
H 6.0359 -2.5463 -30.8972
H 5.6695 -4.2455 -31.1622
H 1.2140 -2.2882 -30.2042
H 0.2635 -1.9530 -31.4234
*
```

Mulliken atomic charge list, values in e, 2 entries: C -0.339; F 0.369


(2)
Formula: C8H18NO2S
Source: the Open Molecules 2025 dataset
Level of theory: wB97M-V/def2-TZVPD

## Properties
Structure (SMILES): CC(C)O[S@@]1(=O)=[NH+]CCCCC1
Max |F|: 8.60 eV Å⁻¹
Orbital gap: 10.272 eV
LUMO: -3.99 eV
Calculated total energy: -918.5999 hartree
ΔE to the lowest compared entry with this formula, charge and spin: 3.483 eV
E_HOMO: -0.5240 Eh

The geometry in ORCA input format:
```
! RIJCOSX wB97M-V def2-TZVPD def2/J DEFGRID3
* xyz 1 1
C 2.6604 -0.1139 -0.8663
C 2.4240 -0.9341 0.5141
C 2.5286 1.3872 -0.7639
C 1.0522 -0.9339 1.1163
C 1.0579 1.7876 -0.9830
C -3.3194 -0.6209 -1.2738
C -2.3898 -1.0619 1.0865
C -2.4787 -0.1425 -0.0781
N 0.4797 0.3122 1.4591
O -1.1415 2.4291 1.1953
O -1.0715 0.2950 -0.5799
S -0.1362 1.1913 0.2434
H 3.6829 -0.3536 -1.2918
H 2.0205 -0.7192 -1.5779
H 2.6835 -1.9661 0.2236
H 3.0707 -0.5050 1.3563
H 2.8533 1.8261 0.2591
H 3.2756 1.8344 -1.5231
H 0.3116 -1.5113 0.4552
H 1.0499 -1.5394 2.0264
H 0.9631 2.9033 -1.1374
H 0.8012 1.3882 -1.9579
H -2.9656 -1.4899 -1.7508
H -3.3461 0.0407 -2.0999
H -4.2775 -0.8414 -0.9768
H -1.7831 -2.0623 0.9201
H -3.3992 -1.2165 1.3907
H -1.7148 -0.6809 1.9061
H -3.0486 0.8126 0.3156
H 0.1567 0.4850 2.3929
*
```

Mulliken atomic charge list, values in e, 2 entries: C -0.685; C -0.669


(3)
Formula: C2H7N2O2
Source: the Open Molecules 2025 dataset
Level of theory: wB97M-V/def2-TZVPD

## Properties
Max |F|: 1.47 eV Å⁻¹
Orbital gap: 11.743 eV
LUMO: -3.71 eV
Calculated total energy: -340.1706 hartree
ΔE to the lowest compared entry with this formula, charge and spin: 0.259 eV
E_HOMO: -0.5679 Eh

The geometry in ORCA input format:
```
! RIJCOSX wB97M-V def2-TZVPD def2/J DEFGRID3
* xyz 1 1
C -0.7968 -0.8719 1.6972
C 0.3257 0.6803 -0.9679
N 0.4366 -0.8612 1.2818
N 0.6519 1.4390 -1.9965
O -1.7991 -0.8950 0.9342
O -0.3100 -0.3630 -1.0877
H -1.0080 -0.8264 2.7669
H 0.6669 1.0762 0.0000
H 1.2011 -0.8993 1.9437
H 0.3583 1.1552 -2.9228
H 1.1787 2.2922 -1.9053
H -1.5241 -0.8529 -0.0426
H 0.6188 -1.0733 0.2990
*
```

Mulliken atomic charge list, values in e, 2 entries: C 0.212; C 0.232


(4)
Formula: C13H7NO4
Source: the Open Molecules 2025 dataset
Level of theory: wB97M-V/def2-TZVPD

## Properties
Structure (SMILES): [O-][n+]1cccc2c3c4c(c(O)c(O)c3ccc21)O4
Max |F|: 7.24 eV Å⁻¹
Orbital gap: 7.024 eV
LUMO: -1.05 eV
Calculated total energy: -855.0166 hartree
ΔE to the lowest compared entry with this formula, charge and spin: 0.884 eV
E_HOMO: -0.2966 Eh

The geometry in ORCA input format:
```
! RIJCOSX wB97M-V def2-TZVPD def2/J DEFGRID3
* xyz 0 1
O 2.8490 1.6874 2.4658
O -2.5426 -1.3531 -3.8976
O -0.1001 0.1431 -3.7595
O -1.9013 -2.5420 -0.6497
C 0.0467 0.1145 3.5491
C -1.8323 -1.1025 -2.6793
C -2.4143 -1.6257 -1.4725
C 1.1743 0.7382 -1.1915
C -0.6419 -0.3276 -2.5942
C -1.8053 -1.2333 -0.2898
C -0.6332 -0.2621 2.3712
C 1.7635 1.0985 0.0251
C 1.2520 0.7915 3.5610
C 0.0056 -0.0409 -1.3538
C -0.6001 -0.4562 -0.1084
C -0.0540 -0.0645 1.1648
C 1.1651 0.6633 1.2851
N 1.8337 1.0608 2.4214
H -2.0524 -0.9956 -4.6596
H 0.8073 0.4526 -3.6473
H -0.4886 -0.0532 4.5038
H 1.6485 0.9833 -2.0870
H -1.6801 -0.6208 2.4555
H 2.4998 1.8370 0.0725
H 1.7005 1.1074 4.5148
*
```

Mulliken atomic charge list, values in e, 2 entries: O -0.782; O -0.533


(5)
Formula: C21H28ClN3O3Tb
Source: the Open Molecules 2025 dataset
Level of theory: wB97M-V/def2-TZVPD

## Properties
Max |F|: 4.77 eV Å⁻¹
Orbital gap (alpha / beta): 3.073 / 3.035 eV
LUMO (alpha / beta): 2.52 / 2.52 eV
Calculated total energy: -2491.6381 hartree
E_HOMO (alpha / beta): -0.0205 / -0.0191 Eh

The geometry in ORCA input format:
```
! RIJCOSX wB97M-V def2-TZVPD def2/J DEFGRID3
* xyz -1 7
Tb -1.2978 -0.0879 1.0877
Cl -3.1414 0.9964 2.5031
N -0.0630 2.1761 0.5172
N -0.4379 -2.3428 0.8036
C -0.8902 2.9176 -0.1900
C -0.8965 -3.0747 -0.1812
C 1.0644 3.0811 0.9043
C 0.4822 4.4810 0.6437
C 2.2727 2.8958 -0.0031
C 1.4920 2.9134 2.3564
H 2.0188 3.1588 -1.0456
H 2.6534 1.8699 0.0329
H 3.0608 3.5837 0.3408
H 0.6515 3.1123 3.0308
H 2.2883 3.6521 2.5641
H 1.8793 1.9107 2.5550
C 0.6226 -3.1337 1.4856
C 0.6728 -4.4298 0.6676
C 0.2274 -3.4137 2.9301
C 1.9556 -2.4057 1.4504
H 2.2583 -2.2182 0.4122
H 2.7097 -3.0500 1.9331
H 1.8965 -1.4541 1.9987
H -0.7053 -3.9910 2.9543
H 0.0988 -2.4714 3.4868
H 1.0283 -4.0005 3.3984
O -0.3337 -4.2646 -0.3619
H 0.4061 -5.3228 1.2540
H 1.6376 -4.5947 0.1677
O -0.6611 4.2279 -0.2158
H 1.1576 5.1618 0.1039
H 0.1182 4.9619 1.5658
C -2.0425 2.3378 -0.9625
C -1.9592 -2.6087 -1.1503
C -1.5049 -1.2940 -1.8383
H -2.8888 -2.4564 -0.5490
H -2.1646 -3.4334 -1.8695
C -1.6045 -0.1252 -1.1928
C -1.5609 1.1263 -1.7698
H -2.7314 -0.3988 2.6215
C -0.8215 1.1934 -2.9660
C -0.3462 -0.0034 -3.4737
C -0.4289 2.5661 -3.4530
C -0.7568 -1.2678 -3.0323
H 0.4440 0.0272 -4.2544
C -0.2703 -2.5781 -3.5918
H 0.3629 -2.3691 -4.4774
H -1.0738 -3.2454 -3.8936
H 0.3218 -3.0691 -2.8419
H -1.2626 3.2478 -3.5572
H 0.0667 2.4707 -4.4505
H 0.2773 2.9895 -2.7663
H -2.4845 3.1480 -1.6011
H -2.8327 2.0646 -0.2186
O 0.4644 0.4801 5.2388
C 0.3534 0.2810 4.0526
N 0.2179 0.0721 2.8465
*
```

Mulliken atomic charge list, values in e, 2 entries: Tb -0.716; Cl -0.132


(6)
Formula: C24H29BN2O7RuS3
Source: the Open Molecules 2025 dataset
Level of theory: wB97M-V/def2-TZVPD

## Properties
Max |F|: 1.68 eV Å⁻¹
Orbital gap (alpha / beta): 8.059 / 4.769 eV
LUMO (alpha / beta): -1.87 / -5.21 eV
Calculated total energy: -2882.1215 hartree
ΔE to the lowest compared entry with this formula, charge and spin: 0.000 eV
E_HOMO (alpha / beta): -0.3650 / -0.3668 Eh

The geometry in ORCA input format:
```
! RIJCOSX wB97M-V def2-TZVPD def2/J DEFGRID3
* xyz 1 6
Ru 1.2375 -0.2686 0.3049
C 1.4595 -0.3212 3.4646
C 2.9486 -0.2688 3.2312
O 3.1501 -0.7689 1.8719
C 4.3612 -0.3483 1.1799
C 4.3389 1.1053 0.7283
O 2.9816 1.4984 0.4232
C 2.8530 2.4595 -0.6409
C 1.4780 3.0763 -0.5091
O 0.5082 2.0604 -0.2310
C -0.6531 2.0362 -1.0878
C -1.7536 1.2598 -0.3746
O -1.1987 0.0429 0.1781
C -1.8266 -0.4344 1.3868
C -0.3422 1.2654 2.8381
O 0.8484 0.5122 2.4269
H 1.1087 -1.3523 3.3321
H 1.2202 0.0297 4.4658
H 3.2742 0.7736 3.3154
H 3.4890 -0.9123 3.9298
H 5.2468 -0.5232 1.8067
H 4.3785 -1.0021 0.3045
H 4.7108 1.7667 1.5286
H 5.0017 1.1980 -0.1345
H 3.6185 3.2426 -0.5557
H 2.9486 1.9509 -1.6150
H 1.4608 3.7856 0.3189
H 1.2300 3.5979 -1.4385
H -1.0181 3.0413 -1.3224
H -0.3866 1.5237 -2.0246
H -2.1931 1.8545 0.4283
H -2.5254 0.9708 -1.1048
H -2.8916 -0.5954 1.1882
H -1.3572 -1.3879 1.6235
H -0.2812 2.1918 2.2500
H -0.2643 1.5304 3.8915
S 0.7860 0.5356 -5.2168
C 0.8751 -0.6564 -4.0447
S 1.4928 -0.4043 -2.3784
C 1.0493 -2.0657 -2.0025
N 0.6054 -2.7972 -2.9577
N 0.6296 -2.0130 -4.1339
C 0.2824 -2.6862 -5.3633
C 0.9762 -2.4024 -6.5510
C 0.7475 -3.2037 -7.6639
C -0.1761 -4.2540 -7.5935
C -0.8661 -4.5270 -6.4075
C -0.6315 -3.7491 -5.2767
S 1.2559 -2.5132 -0.3382
H 1.6493 -1.5413 -6.5807
H 1.2286 -2.9852 -8.6135
H -0.3716 -4.8627 -8.4780
H -1.5777 -5.3520 -6.3671
H -1.0790 -3.9780 -4.3051
O -2.2159 -0.2168 3.9070
B -1.7456 0.5559 2.6396
O -2.8482 1.6663 2.5294
C -3.6635 1.5118 3.5498
C -4.7962 2.2851 3.8882
C -5.4930 1.9781 5.0388
C -5.1159 0.9093 5.8743
C -4.0155 0.1246 5.5631
C -3.2649 0.3979 4.3963
H -5.0982 3.0970 3.2268
H -6.3685 2.5572 5.3262
H -5.7116 0.7018 6.7575
H -3.7008 -0.7029 6.1970
*
```

Mulliken atomic charge list, values in e, 2 entries: Ru 1.013; C -0.573


(7)
Formula: C5H10O
Source: the Open Molecules 2025 dataset
Level of theory: wB97M-V/def2-TZVPD

## Properties
Structure (SMILES): C=CC.C=CO
Max |F|: 0.98 eV Å⁻¹
Orbital gap: 10.405 eV
LUMO: 0.90 eV
Calculated total energy: -271.6669 hartree
ΔE to the lowest compared entry with this formula, charge and spin: 2.333 eV
E_HOMO: -0.3495 Eh

The geometry in ORCA input format:
```
! RIJCOSX wB97M-V def2-TZVPD def2/J DEFGRID3
* xyz 0 1
C 1.9849 1.1329 -0.8992
C 1.7939 0.5024 0.4649
C 2.4833 -0.5466 0.8763
H 1.4488 0.5547 -1.6556
H 3.0470 1.0636 -1.1314
H 1.6316 2.1596 -0.9463
H 1.0091 0.9333 1.0770
H 2.3658 -0.9383 1.8771
H 3.2314 -1.0330 0.2609
C -3.6049 -0.7728 -0.2187
C -2.3456 -0.8437 0.1856
O -1.5920 0.2404 0.5887
H -4.2085 -1.6562 -0.0614
H -4.0182 0.1903 -0.4891
H -1.8259 -1.7953 0.2402
H -1.4006 0.8086 -0.1689
*
```

Mulliken atomic charge list, values in e, 2 entries: C -1.104; C 0.212


(8)
Formula: C9H10IrNO12P2
Source: the Open Molecules 2025 dataset
Level of theory: wB97M-V/def2-TZVPD

## Properties
Max |F|: 3.23 eV Å⁻¹
Orbital gap (alpha / beta): 9.788 / 6.539 eV
LUMO (alpha / beta): -0.31 / -3.53 eV
Calculated total energy: -2093.7720 hartree
E_HOMO (alpha / beta): -0.3710 / -0.3699 Eh

The geometry in ORCA input format:
```
! RIJCOSX wB97M-V def2-TZVPD def2/J DEFGRID3
* xyz 0 5
Ir 0.0204 0.1039 -0.2736
O 3.3796 0.0995 -5.7140
C 2.7366 0.0639 -4.5444
C 3.1478 0.8105 -3.4350
C 2.4094 0.7339 -2.2716
N 1.3326 -0.0281 -2.1607
C 0.9174 -0.7232 -3.2132
C 1.5806 -0.7201 -4.4223
C -0.4565 -1.4220 -2.9678
O -0.8436 -2.2203 -3.7920
O -1.0144 -1.0133 -1.9156
C 2.6807 1.6108 -1.0127
O 3.7329 2.2111 -0.9641
O 1.7211 1.6007 -0.2035
H 4.1499 0.6829 -5.6774
H 4.0116 1.4562 -3.4764
H 1.1994 -1.2885 -5.2562
C -0.9779 -1.4519 3.8219
C -1.8172 -0.2863 3.3729
O -2.7572 0.0835 4.3115
P -2.5867 -0.6512 1.7262
O -3.7136 -1.7113 2.0480
O -3.3794 0.6175 1.2517
O -1.6083 -1.1785 0.7393
P -0.7774 1.1874 2.8427
O -0.0704 1.5843 4.2219
O -1.7520 2.2237 2.3978
O 0.2537 0.6657 1.8774
H -1.6094 -2.3177 4.0179
H -0.4426 -1.1942 4.7334
H -0.2621 -1.6930 3.0379
H -3.1501 0.9351 4.0665
H -3.9464 -2.2424 1.2843
H -2.8819 1.4510 1.4670
H 0.7732 2.0202 4.0823
*
```

Mulliken atomic charge list, values in e, 2 entries: Ir 1.697; O -0.500